No. 1
{
  "formula": "C21H53N4O11V",
  "method": "ωB97M-V with the def2-TZVPD basis set",
  "multiplicity": 1,
  "gap_ev": 9.394,
  "symbols": ["O", "V", "O", "O", "C", "O", "O", "H", "C", "O", "C", "C", "N", "C", "C", "O", "C", "H", "H", "H", "H", "H", "H", "H", "H", "H", "H", "H", "H", "H", "H", "H", "C", "O", "C", "C", "N", "C", "C", "O", "C", "H", "H", "H", "H", "H", "H", "H", "H", "H", "H", "H", "H", "H", "H", "H", "C", "C", "C", "O", "C", "N", "H", "H", "H", "H", "H", "H", "H", "H", "H", "H", "H", "C", "C", "C", "O", "C", "N", "H", "H", "H", "H", "H", "H", "H", "H", "H", "H", "H"],
  "xyz": [[-0.102, 1.623, -1.462], [0.089, 1.996, 0.080], [1.199, 1.049, 0.686], [0.964, 5.923, -0.463], [0.531, 4.678, -0.183], [-0.684, 4.397, -0.122], [1.401, 3.751, -0.057], [1.935, 5.837, -0.457], [-3.227, 1.645, -3.028], [-3.333, 1.357, -1.659], [-3.162, 2.500, -0.892], [-2.912, 2.104, 0.552], [-1.838, 1.092, 0.625], [-1.641, 0.662, 2.032], [-1.316, 1.804, 2.954], [-0.273, 2.581, 2.377], [0.364, 3.446, 3.268], [-3.893, 2.473, -3.293], [-3.540, 0.780, -3.609], [-2.181, 1.873, -3.257], [-3.978, 3.229, -0.987], [-2.267, 3.046, -1.232], [-3.838, 1.772, 1.041], [-2.565, 3.012, 1.049], [-2.096, 0.297, 0.039], [-0.802, -0.037, 2.063], [-2.481, 0.037, 2.360], [-1.009, 1.361, 3.911], [-2.187, 2.440, 3.170], [-0.323, 4.174, 3.707], [1.163, 3.929, 2.712], [0.836, 2.884, 4.085], [0.804, -2.542, 1.112], [-0.115, -1.798, 0.343], [-0.831, -2.619, -0.523], [-1.779, -1.821, -1.386], [-3.067, -1.553, -0.742], [-3.981, -2.687, -0.765], [-5.190, -2.399, 0.075], [-5.994, -3.570, 0.126], [-7.050, -3.489, 1.059], [0.287, -2.955, 1.987], [1.562, -1.839, 1.457], [1.277, -3.336, 0.529], [-1.314, -3.451, 0.025], [-0.167, -3.201, -1.196], [-1.917, -2.318, -2.360], [-1.299, -0.859, -1.595], [-3.485, -0.727, -1.156], [-3.486, -3.593, -0.431], [-4.337, -2.823, -1.801], [-5.785, -1.562, -0.343], [-4.935, -2.027, 1.083], [-7.523, -4.471, 1.109], [-7.845, -2.779, 0.773], [-6.700, -3.204, 2.062], [1.840, -1.271, -2.133], [1.828, -2.028, -3.464], [1.441, -1.088, -4.574], [0.117, -0.640, -4.369], [-0.230, 0.363, -5.291], [3.154, -2.571, -3.797], [2.592, -0.472, -2.169], [2.122, -1.911, -1.296], [0.900, -0.759, -1.926], [1.157, -2.882, -3.367], [1.481, -1.636, -5.528], [2.146, -0.246, -4.587], [-0.289, -0.076, -6.298], [0.494, 1.188, -5.321], [-1.183, 0.789, -4.989], [3.386, -3.293, -3.118], [3.897, -1.887, -3.676], [4.817, -1.794, 3.132], [5.982, -0.809, 3.238], [5.755, 0.444, 2.427], [4.553, 1.051, 2.862], [4.248, 2.251, 2.157], [6.176, -0.494, 4.674], [5.180, -2.810, 3.297], [4.404, -1.785, 2.119], [4.035, -1.604, 3.863], [6.864, -1.356, 2.899], [5.782, 0.257, 1.339], [6.588, 1.149, 2.615], [3.410, 2.610, 2.757], [3.916, 2.086, 1.129], [5.077, 2.968, 2.174], [7.003, 0.081, 4.810], [5.388, 0.087, 4.955]]
}

***

No. 2
{
  "formula": "C25H26ClF4NO4",
  "method": "ωB97M-V with the def2-TZVPD basis set",
  "smiles": "CC(C)Cc1cc(Cl)c(CCC(F)(F)F)c2c1C(=O)c1ccc(C[C@H](C)F)cc1C2=O.C[N+](=O)[O-]",
  "multiplicity": 1,
  "gap_ev": 8.702,
  "symbols": ["C", "C", "C", "C", "C", "C", "C", "Cl", "C", "C", "C", "C", "F", "F", "F", "C", "C", "C", "O", "C", "C", "C", "C", "C", "C", "C", "F", "C", "C", "C", "O", "H", "H", "H", "H", "H", "H", "H", "H", "H", "H", "H", "H", "H", "H", "H", "H", "H", "H", "H", "H", "H", "H", "H", "C", "N", "O", "O", "H", "H", "H"],
  "xyz": [[5.142, -0.936, 0.138], [4.040, -1.829, -0.502], [4.777, -2.836, -1.427], [3.029, -1.085, -1.394], [2.398, 0.142, -0.765], [3.078, 1.351, -0.741], [2.521, 2.472, -0.192], [3.527, 3.906, -0.199], [1.239, 2.474, 0.339], [0.663, 3.766, 0.891], [0.569, 4.860, -0.241], [-0.815, 5.448, -0.370], [-1.659, 4.637, -1.026], [-0.729, 6.591, -1.111], [-1.339, 5.833, 0.802], [0.537, 1.286, 0.339], [1.134, 0.147, -0.207], [0.302, -1.114, -0.184], [0.734, -2.231, 0.045], [-1.176, -0.913, -0.426], [-1.863, -1.839, -1.171], [-3.219, -1.637, -1.355], [-3.832, -0.533, -0.787], [-5.333, -0.407, -0.998], [-6.138, -1.418, -0.156], [-7.595, -0.927, -0.112], [-5.611, -1.501, 1.123], [-3.118, 0.392, -0.067], [-1.761, 0.208, 0.117], [-0.877, 1.165, 0.879], [-1.282, 1.756, 1.862], [6.099, -1.471, 0.073], [5.298, 0.020, -0.362], [4.936, -0.840, 1.209], [3.527, -2.359, 0.302], [5.444, -2.269, -2.092], [4.046, -3.313, -2.096], [5.355, -3.575, -0.868], [3.466, -0.768, -2.353], [2.245, -1.804, -1.649], [4.081, 1.420, -1.149], [-0.295, 3.644, 1.391], [1.374, 4.166, 1.625], [1.288, 5.653, -0.026], [0.878, 4.391, -1.178], [-1.358, -2.696, -1.605], [-3.775, -2.359, -1.948], [-5.516, -0.698, -2.043], [-5.704, 0.617, -0.890], [-6.137, -2.414, -0.616], [-7.583, 0.067, 0.349], [-7.953, -0.823, -1.142], [-8.221, -1.626, 0.449], [-3.612, 1.257, 0.372], [1.588, -3.430, 3.162], [2.782, -2.603, 2.845], [3.878, -3.088, 3.045], [2.574, -1.496, 2.401], [1.922, -4.388, 3.544], [1.008, -2.893, 3.907], [1.025, -3.551, 2.239]]
}

***

No. 3
{
  "formula": "C3H7I2NO",
  "method": "ωB97M-V with the def2-TZVPD basis set",
  "multiplicity": 1,
  "gap_ev": 9.036,
  "symbols": ["C", "C", "C", "N", "O", "I", "I", "H", "H", "H", "H", "H", "H", "H"],
  "xyz": [[-0.854, -0.099, -1.697], [-0.444, -0.147, 0.725], [-1.483, 0.084, -0.337], [1.610, 0.995, 1.306], [0.447, 0.912, 0.488], [-2.412, 1.991, 0.014], [-2.947, -1.516, 0.184], [-1.522, 0.002, -2.641], [-0.047, 0.605, -1.654], [-0.651, -1.205, -1.837], [-0.979, -0.104, 1.782], [0.090, -1.169, 0.374], [2.007, 0.160, 1.653], [1.519, 1.564, 2.139]]
}

***

DFT total energy values, unit Ha, following the record order: -2822.58753, -2183.57076, -843.77445.
Lowest unoccupied orbital energy values, unit hartree, following the record order: 0.0151, -0.0247, -0.0034.
Maximum force values, unit eV Å⁻¹, following the record order: 1.66, 1.93, 3.35.